Entry 1:
Computed, not measured: the ion C8H15N2 with charge +1, with ωB97M-V with the def2-TZVPD basis set.

Structure (XYZ):
```
25
Properties=species:S:1:pos:R:3:forces:R:3:nbo_charge:R:1
H 0.7746 -3.3648 -0.1742 0.085 2.291 -0.375 0.26
H -1.3498 2.3048 0.7998 -0.005 0.111 0.362 0.24
H 0.6736 2.0811 -0.5574 0.059 0.375 -0.319 0.19
H -2.3195 0.1980 -1.8482 1.580 0.042 -0.292 0.25
C -0.8077 1.3655 0.8564 1.328 -0.047 2.290 -0.24
H 2.2133 -2.0644 -0.2384 -1.179 -1.198 -0.368 0.21
H -1.9819 1.8340 -1.3292 1.394 -1.508 -0.598 0.23
H -1.1860 -2.7806 1.1189 0.411 -1.347 0.280 0.25
H 2.6598 0.5840 -1.3132 -0.021 -0.166 -0.266 0.20
C 0.6225 1.5356 0.3739 -1.784 -3.935 -2.371 -0.21
C -1.0767 -0.9942 0.3104 5.089 2.773 -1.765 0.14
H 1.1548 2.0243 1.0860 1.643 1.444 2.130 0.23
C 1.1072 -2.2676 -0.2465 1.295 0.306 0.887 -0.48
C 0.5098 -1.0829 0.0179 -1.863 0.242 0.475 0.13
N 1.2324 0.1554 0.1659 -0.700 0.856 0.594 -0.46
N -1.5486 0.4136 0.0114 -1.647 -2.398 3.032 -0.38
H -2.7377 -1.8601 1.1000 -2.259 -0.023 0.475 0.22
H 3.2080 -0.6115 -0.1408 -0.270 0.580 0.160 0.22
H -0.6991 0.9485 1.9346 -0.817 0.710 -1.810 0.26
H -2.5614 0.4658 0.3112 1.269 -0.168 -0.294 0.45
H 3.2134 1.1852 0.2497 -1.576 -1.788 -0.385 0.23
C -1.4899 0.7698 -1.3560 -3.455 2.659 -1.705 -0.43
C 2.6116 0.3078 -0.2574 1.576 0.844 0.062 -0.42
C -1.7464 -1.9420 0.8430 -0.051 -0.252 0.343 -0.35
H -0.4763 0.7948 -1.7180 -0.100 -0.404 -0.543 0.26
```
Forces are in eV/Å.

Computed properties:
**HOMO-LUMO gap**: 8.488 eV
**Multiplicity**: 1
**E_HOMO**: -11.667 eV
**Total charge**: +1
**Max |F|**: 6.059 eV/A
**Lowest unoccupied orbital energy**: -3.18 eV



Entry 2:
Computed, not measured: the ion C7H13N2O with charge +1, with ωB97M-V with the def2-TZVPD basis set.

Structure (XYZ):
```
23
Properties=species:S:1:pos:R:3:forces:R:3:nbo_charge:R:1
H -0.6596 2.1421 -0.2705 -0.145 -0.777 -0.371 0.23
H 1.5262 -0.3214 -2.5805 0.752 -0.424 -2.149 0.39
H -0.7286 1.6833 1.3064 -0.072 -0.333 1.294 0.23
H 3.7093 -0.0220 -1.4557 0.828 -0.137 0.317 0.24
C -1.0714 -0.0466 -0.0388 -1.508 -1.283 0.267 -0.25
H -1.5949 -2.0923 0.7470 -0.498 -0.075 -0.737 0.23
H 1.9622 -0.1178 2.6631 -1.561 0.095 -0.755 0.50
H -2.2468 1.8441 0.3457 0.858 -0.974 0.277 0.26
C 2.7820 0.0082 -0.9221 -1.771 0.891 -5.134 -0.03
C -1.8302 -1.0480 0.9287 -0.859 1.009 -0.672 -0.59
C -1.5367 -0.2638 -1.5023 0.388 -2.740 0.005 -0.58
C 2.6428 0.1016 0.4043 -1.378 -1.425 2.561 0.05
C 0.3177 -0.3608 0.0295 2.312 1.331 0.516 0.63
H -0.7562 -0.0162 -2.2656 -1.127 0.156 0.742 0.22
N 1.2879 -0.1325 0.8571 0.584 -0.504 -1.270 -0.15
H -2.4720 0.2087 -1.5798 -0.979 1.244 -0.652 0.23
H -1.4861 -0.9330 1.9079 0.729 0.635 1.718 0.22
H -2.9179 -0.7849 1.0106 0.888 -0.588 -0.636 0.25
C -1.1987 1.4300 0.3872 -0.577 1.618 -1.210 -0.61
N 1.6600 0.1056 -1.7158 1.538 -0.042 4.608 -0.43
H 3.4170 0.0413 1.1933 -0.454 0.180 -0.848 0.25
H -1.8729 -1.3658 -1.6513 1.054 1.570 0.243 0.23
O 1.0668 -0.0596 2.2016 0.998 0.571 1.887 -0.50
```
Forces are in eV/Å.

Computed properties:
**HOMO-LUMO gap (alpha / beta)**: 7.944 / 7.889 eV
**Multiplicity**: 3
**E_HOMO (alpha / beta)**: -12.274 / -14.695 eV
**Total charge**: +1
**Max |F|**: 5.504 eV/A
**Lowest unoccupied orbital energy (alpha / beta)**: -4.33 / -6.81 eV



Entry 3:
Computed, not measured: a structure of composition C12H38MgN10O6, with ωB97M-V with the def2-TZVPD basis set.

Structure (XYZ):
```
67
Properties=species:S:1:pos:R:3:forces:R:3:nbo_charge:R:1
H -5.2419 0.1393 1.9208 -0.068 -1.313 0.986 0.19
H -2.9315 -0.5403 3.4023 0.522 1.835 0.606 0.19
N 4.8615 -1.3933 -0.4440 0.463 0.016 0.265 -0.81
H 1.7524 4.3392 0.9112 0.005 -0.137 0.800 0.42
H -5.6812 0.4778 0.3621 -1.007 0.467 -1.205 0.19
H 4.6089 -1.9859 0.3448 -0.047 0.479 -0.469 0.42
H -0.7017 -0.2645 4.0036 0.804 -0.246 0.079 0.18
H -3.9197 2.7300 -0.2530 -0.105 -0.260 0.735 0.20
C 0.4562 -0.3566 -3.4863 1.925 2.221 0.598 0.79
N 1.5264 3.0337 -1.9975 0.655 0.113 -0.136 -0.87
H -0.0923 -1.9447 4.2026 0.058 -0.508 0.749 0.20
N 1.0087 -0.0655 -4.6507 -0.605 -0.386 -2.718 -0.80
H 1.2416 -3.7276 -1.8295 -0.273 -0.681 0.451 0.41
N 0.7766 0.2460 1.7472 0.979 0.619 2.069 -0.94
H -0.9387 -3.1436 1.4476 -0.312 1.915 1.003 0.43
C 1.5742 3.0390 -0.5996 -1.814 -0.197 -1.951 0.81
H -0.8130 -1.3879 -2.4474 0.199 0.458 -0.556 0.42
H 1.4868 1.0294 1.9102 -1.067 -1.580 -0.636 0.41
H 1.4374 -1.7425 2.2954 -0.363 -0.345 -0.628 0.20
C 2.1887 -0.4969 3.7154 0.711 0.382 1.158 -0.65
O 0.1643 -2.0990 -0.5312 0.772 2.089 -0.919 -0.83
H 1.8391 0.4494 -4.8103 0.692 0.452 0.805 0.42
N -1.5557 0.2573 -0.4434 -0.314 0.188 1.323 -0.95
H 3.6495 1.1087 -2.1267 0.153 -0.666 0.488 0.43
H -0.0776 0.6941 2.1196 0.336 -0.208 -0.532 0.38
H -4.0832 1.1223 -1.0258 0.723 1.002 0.077 0.15
Mg 0.5924 -0.0950 -0.3524 1.020 0.199 -0.249 1.79
O 1.0352 2.0934 0.0396 1.018 1.374 -0.984 -0.78
H 5.2417 0.3982 -2.1670 -0.930 0.003 0.284 0.41
N 4.2779 0.3690 -1.8068 1.664 1.849 -2.004 -0.80
C -1.7283 2.3533 -1.7579 0.541 1.094 -1.068 -0.63
H -0.8192 1.9726 -2.1485 0.846 -0.969 -0.189 0.20
H -5.4749 1.7307 1.7569 -0.461 1.022 -0.827 0.20
H 2.2802 -1.1996 4.5365 -0.124 -0.655 -0.093 0.24
H -3.2389 -1.6213 2.1523 0.670 -0.383 0.913 0.20
C 1.0687 -0.8482 2.7737 -0.907 1.296 0.408 -0.07
C -3.5398 1.6937 -0.1981 -0.247 -0.385 -2.884 -0.07
H 0.4732 -5.1311 -1.2047 -0.227 -0.808 0.233 0.42
C -0.2408 -1.1458 3.5091 -0.437 0.509 -1.177 -0.07
N 0.7333 -4.1865 -1.0643 1.486 0.467 -2.122 -0.79
C 3.9632 -0.4647 -0.8541 -3.308 -1.954 2.377 0.79
H -1.9472 -0.1850 0.4221 0.538 0.535 -0.661 0.41
C -5.1510 0.8829 1.1800 1.436 -0.804 1.652 -0.27
C 0.0739 -3.3074 -0.3488 -2.145 0.017 3.163 0.81
O 2.7847 -0.5221 -0.3524 1.311 0.392 -0.615 -0.82
H -2.7342 -2.1881 3.8189 -0.034 -0.528 0.157 0.19
O -1.2052 -1.5481 2.5173 -1.142 0.669 0.880 -0.59
H 1.0079 2.3078 -2.4919 0.516 -0.012 0.823 0.42
H -1.5124 2.1976 0.3469 -0.375 -0.229 -0.168 0.21
H -2.0136 -0.2971 -1.1540 -0.257 0.240 -0.489 0.37
H 3.1184 -0.5488 3.1830 0.602 0.009 -0.345 0.22
N 2.0324 4.1690 -0.0248 -0.200 -0.982 0.537 -0.81
O -3.7545 0.9188 0.8898 -1.082 0.232 2.163 -0.55
C -2.5693 -1.4588 3.0440 -0.048 -1.661 -2.469 -0.27
N -0.6290 -1.0404 -3.3969 -3.458 -2.976 1.231 -0.80
H 5.8499 -1.2466 -0.5761 -0.039 -0.065 -0.084 0.40
O 0.9071 0.1353 -2.4421 1.071 0.505 1.241 -0.82
H 2.2341 0.4378 4.2930 -0.777 0.270 -0.692 0.23
H 2.5418 4.9077 -0.4408 0.258 0.338 -0.867 0.42
C -2.0695 1.6874 -0.4576 0.715 -0.758 -0.262 -0.08
H -0.8669 -4.6452 0.8654 -0.031 -2.023 0.148 0.39
H -1.0141 -1.6770 -4.0595 0.137 -0.003 -0.972 0.41
H -1.4050 3.4004 -1.6653 -0.815 -0.018 0.293 0.23
H -2.4050 2.2665 -2.6217 -0.390 -0.014 0.709 0.23
N -0.7344 -3.7034 0.6764 0.751 -0.772 -2.080 -0.81
H 1.7947 3.8001 -2.6311 -0.102 -0.333 1.216 0.41
H 0.5064 -0.1796 -5.5256 -0.070 -0.393 0.431 0.41
```
Forces are in eV/Å.

Computed properties:
**HOMO-LUMO gap**: 10.273 eV
**Multiplicity**: 1
**E_HOMO**: -14.686 eV
**Total charge**: +2
**Max |F|**: 4.726 eV/A
**Lowest unoccupied orbital energy**: -4.41 eV



Entry 4:
Computed, not measured: a cluster of 2 separate species, C3H12NO2S2 in total, with ωB97M-V with the def2-TZVPD basis set.

Structure (XYZ):
```
20
Properties=species:S:1:pos:R:3:forces:R:3:nbo_charge:R:1
H 1.4478 0.5041 -1.8784 0.700 0.418 0.084 0.27
H 0.1968 -0.4951 3.2270 -0.094 0.231 0.077 0.50
H -1.2325 -0.4685 0.4352 -0.076 -0.097 -0.100 0.45
C 0.6696 -0.0114 -1.3464 -1.232 -0.218 -0.221 -0.59
H -1.5529 1.0510 0.9331 -0.465 0.204 -0.238 0.45
H -1.7647 3.5279 -1.4485 -0.304 0.340 0.021 0.50
H -0.1047 -3.3446 0.0452 -0.240 0.106 -0.090 0.17
H 0.4922 1.1275 0.4155 0.140 0.257 -0.039 0.24
N -1.3919 0.4942 0.0977 0.546 -0.510 -0.208 -0.69
H 0.0343 -0.3241 -2.1550 -0.536 -0.554 -0.430 0.23
H 0.4696 2.9630 -0.8714 0.986 0.412 -0.336 0.21
O 0.0637 0.3108 2.7112 -0.122 -0.030 -0.515 -0.97
O -1.5321 2.8654 -0.7974 0.300 -0.557 -0.390 -0.74
H -0.2690 2.1821 -2.2781 0.124 -0.237 -1.724 0.19
S 0.0564 -2.1731 0.6865 -0.117 -0.730 0.398 -0.15
H -0.6073 0.8365 3.1540 0.106 -0.093 0.507 0.48
H -2.1871 0.4972 -0.5363 -0.078 0.346 -0.016 0.44
C -0.0876 0.9817 -0.4947 0.675 0.263 0.631 -0.08
C -0.2802 2.2995 -1.2409 -1.304 0.345 2.551 -0.08
S 1.4706 -1.3771 -0.5263 0.992 0.104 0.039 0.18
```
Forces are in eV/Å.

Computed properties:
**HOMO-LUMO gap**: 9.796 eV
**Multiplicity**: 1
**E_HOMO**: -12.856 eV
**Total charge**: +1
**Max |F|**: 2.886 eV/A
**Lowest unoccupied orbital energy**: -3.06 eV